15
Properties=species:S:1:pos:R:3:forces:R:3:nbo_charge:R:1 method="wB97M-V/def2-TZVPD" de_lowest_ev=4.752 e_lumo_ev=0.243 charge=0 homo_lumo_gap_ev=7.8
C 1.11971 -1.18554 0.93009 -0.50 -2.16 -1.85 -0.725
C -2.05536 0.49550 -0.44089 -0.55 3.85 0.75 -0.932
C 1.28140 -0.13714 -0.08388 -0.97 2.94 -2.09 0.149
O 1.10926 -0.50925 -1.44810 1.20 0.79 0.17 -0.735
P -0.64364 1.56575 0.20435 2.47 -1.46 -0.95 0.305
S 2.78994 0.85639 -0.00108 -0.14 0.15 -0.69 -0.041
H 0.67449 -2.12210 0.41511 -0.10 1.68 1.13 0.243
H 0.56280 -0.65753 1.65943 -0.69 -0.68 1.29 0.247
H 2.06113 -1.56935 1.27486 0.66 0.11 0.44 0.221
H -2.46135 1.14884 -1.26961 0.11 -1.17 0.70 0.233
H -2.78482 0.51008 0.41694 0.65 -0.78 -1.12 0.232
H -1.59096 -0.37496 -0.77456 -0.03 -1.80 -0.55 0.234
H 1.64278 0.10018 -2.06076 -1.20 -1.19 1.47 0.487
H -0.01092 1.94234 -1.06564 -0.73 -0.09 0.71 -0.054
H 3.09856 0.81270 1.28153 -0.18 -0.19 0.58 0.135

---

72
Properties=species:S:1:pos:R:3:forces:R:3:lowdin_charge:R:1 method="wB97M-V/def2-TZVPD" s2=0.76 multiplicity=2 de_lowest_ev=0.000 e_lumo_ev="-11.188 / -11.169" charge=+3 homo_lumo_gap_ev="5.7 / 5.7"
Re 0.68708 -1.43356 0.97586 0.16 0.40 0.30 1.092
C 2.69100 -0.77447 4.11158 -0.04 -0.06 -0.10 0.000
C 2.42518 -1.60056 2.89201 0.11 -0.13 0.35 -0.320
C 1.54295 -2.70043 2.94638 -0.22 -0.03 -0.49 -0.022
C 1.42434 -3.60468 1.85069 0.10 0.42 0.21 -0.072
C 2.12628 -3.36730 0.66013 -0.05 -0.16 0.12 -0.081
C 2.90328 -2.21127 0.57241 0.36 0.21 -0.27 -0.170
C 3.04936 -1.33421 1.66581 -0.15 0.23 0.04 -0.110
H 2.67855 -1.41243 4.99434 -0.01 0.02 0.03 0.116
H 1.92513 -0.00775 4.25039 -0.04 -0.03 0.00 0.069
H 3.66233 -0.28787 4.04804 0.01 0.01 -0.03 0.109
H 0.99170 -2.88963 3.86027 -0.05 -0.06 -0.04 0.161
H 0.79818 -4.47413 1.94213 -0.08 -0.09 0.06 0.130
H 2.03513 -4.04600 -0.17605 -0.01 -0.04 -0.03 0.147
H 3.46746 -1.99720 -0.32307 -0.04 -0.10 -0.10 0.102
H 3.68875 -0.46231 1.58818 -0.01 -0.10 -0.11 0.132
N 1.04338 2.73135 1.76136 -0.43 0.10 -0.25 0.179
C -0.04519 1.98213 1.59457 0.60 0.40 0.19 -0.687
S 0.00413 0.32767 2.26583 -0.35 -0.14 -0.12 0.780
N -1.15416 2.45794 1.10112 0.08 -0.21 0.17 0.107
C -1.38477 3.83838 0.73518 0.02 0.08 -0.01 -0.236
C -1.26394 4.84353 1.68727 0.04 -0.08 0.10 -0.026
C -1.50642 6.15570 1.30864 0.00 0.02 0.01 -0.032
C -1.87691 6.45213 0.00312 0.01 0.01 0.04 -0.030
C -2.01675 5.43561 -0.92930 0.01 -0.08 0.00 -0.035
C -1.76975 4.11850 -0.56561 -0.04 0.02 -0.15 -0.016
H 1.81310 2.38897 2.30590 0.09 -0.04 0.11 0.114
H 1.00077 3.72672 1.56134 0.04 -0.06 0.02 0.135
H -1.87003 1.76786 0.90761 -0.21 -0.01 -0.07 0.119
H -1.02582 4.60823 2.71969 -0.01 0.00 -0.05 0.129
H -1.42742 6.94588 2.04216 0.01 0.00 0.01 0.126
H -2.07310 7.47646 -0.28256 0.00 0.00 0.01 0.127
H -2.32624 5.66422 -1.93965 0.00 0.00 -0.01 0.124
H -1.89858 3.32128 -1.28703 -0.01 -0.03 0.01 0.111
O -2.33154 0.09539 -0.11568 0.07 -0.01 0.05 0.088
C -2.29436 -1.10187 -0.10596 0.58 -0.25 0.09 -0.389
N -1.04476 -1.83122 0.21277 -0.10 0.10 0.23 -0.262
S -1.40542 -3.49696 0.41853 0.13 -0.95 -0.12 0.680
O -1.31526 -3.68558 1.84253 -0.21 -0.25 -0.34 -0.272
O -0.54346 -4.24593 -0.46162 -0.40 0.35 0.57 -0.262
C -3.04537 -3.39887 -0.13351 -0.05 0.47 -0.10 -0.222
C -3.94225 -4.43136 -0.29881 0.10 0.00 0.02 0.016
C -5.22611 -4.07879 -0.70487 -0.10 0.22 -0.05 0.014
C -5.57849 -2.74505 -0.92356 0.01 -0.11 0.01 0.008
C -4.66169 -1.71651 -0.74608 -0.02 -0.14 0.01 0.046
C -3.37642 -2.05813 -0.34759 -0.08 -0.09 -0.01 -0.135
H -3.67157 -5.46331 -0.12363 0.01 -0.01 0.00 0.143
H -5.96659 -4.85313 -0.85257 0.00 -0.01 0.00 0.137
H -6.58595 -2.50933 -1.23792 -0.01 -0.01 0.00 0.133
H -4.93933 -0.68591 -0.91677 0.03 0.03 0.01 0.139
C 4.42562 0.25229 -1.16188 0.00 0.06 -0.06 -0.119
C 3.10241 0.94970 -0.86014 -0.03 0.10 -0.01 -0.357
As 1.44102 -0.06614 -1.02473 0.14 0.15 -0.29 1.209
C 0.21584 1.31798 -1.62860 -0.10 0.06 0.04 -0.387
C 0.47086 1.73230 -3.07396 0.17 -0.06 -0.13 -0.109
C 1.64549 -1.24069 -2.55919 0.00 -0.03 0.01 -0.361
C 0.32057 -1.85937 -2.99786 0.08 0.04 -0.11 -0.126
H 5.19725 1.01343 -1.27608 0.01 -0.02 -0.02 0.101
H 4.39138 -0.30690 -2.09710 0.00 0.00 -0.01 0.084
H 4.77003 -0.41300 -0.37373 0.01 -0.01 0.06 0.058
H 2.94373 1.74704 -1.59248 0.01 -0.03 0.06 0.078
H 3.08743 1.43188 0.11924 0.05 -0.03 -0.01 0.060
H 0.38484 2.16019 -0.95775 0.00 0.01 -0.02 0.054
H -0.80142 0.96715 -1.47979 0.00 0.02 0.01 0.047
H 1.50578 2.03621 -3.24676 -0.06 -0.02 -0.02 0.081
H -0.15229 2.59232 -3.31785 -0.03 0.01 0.05 0.092
H 0.22044 0.94340 -3.78293 0.03 0.03 0.03 0.076
H 2.38734 -2.00757 -2.32822 -0.03 0.03 -0.01 0.075
H 2.08330 -0.60677 -3.33646 -0.07 -0.01 0.04 0.092
H -0.01416 -2.62069 -2.29945 -0.05 -0.08 0.07 0.042
H 0.45233 -2.34219 -3.96567 -0.01 0.00 0.00 0.102
H -0.46822 -1.11274 -3.11258 0.02 -0.02 0.01 0.070

---

87
Properties=species:S:1:pos:R:3:forces:R:3:lowdin_charge:R:1 method="wB97M-V/def2-TZVPD" e_lumo_ev=-3.831 charge=+1 homo_lumo_gap_ev=7.6
C 3.71068 -4.92717 0.54371 0.49 0.90 -0.60 -0.119
C 3.04547 -4.71147 -0.88507 0.16 -0.95 -0.05 -0.255
C 1.47878 -4.87637 -0.87465 0.24 -0.18 0.09 -0.183
C 0.66913 -3.58040 -0.44822 -0.50 -1.61 -0.08 -0.173
N 1.37903 -2.30048 -0.72626 -0.61 0.09 1.39 0.013
C 0.82067 -1.23562 0.05401 -1.91 1.71 -0.74 -0.064
C -0.32049 -0.48637 -0.54276 1.99 1.19 2.75 0.084
C -0.86264 -0.86376 -1.96178 -0.90 -0.86 0.12 -0.498
O -1.78236 -1.63259 -2.04653 0.71 0.50 0.45 0.119
O -0.31511 -0.35458 -3.13597 0.32 1.11 0.31 -0.245
P -1.45829 0.59034 -3.98584 -1.35 0.14 -0.71 0.653
O -1.19560 0.40081 -5.62974 0.64 0.18 2.08 -0.301
Cl -0.84656 2.58102 -3.56849 0.39 -0.80 -0.35 0.195
C -0.91607 0.58103 0.28497 1.16 -1.23 -0.29 -0.034
C -2.11832 1.38846 -0.31577 0.17 0.48 0.06 -0.173
N -3.41990 1.07480 0.31754 0.54 -0.45 0.25 -0.113
C -3.62213 -0.36958 0.54887 -1.06 -0.75 0.25 -0.118
C -0.37928 0.85618 1.62853 -1.52 -0.61 -1.58 -0.035
C -1.12831 1.99046 2.42055 0.82 -0.21 -0.07 -0.137
N -0.45745 3.27761 2.07514 -1.10 -0.36 -0.13 -0.109
C -1.42842 4.36097 1.79588 0.27 1.51 0.16 -0.118
N 0.69740 0.13291 2.15660 -1.09 -0.35 -1.96 0.084
C 1.14483 0.44954 3.52750 0.27 0.40 1.56 -0.053
C 1.82050 1.87027 3.68401 -1.71 0.45 0.36 -0.194
O 2.36617 2.38648 2.47285 1.01 -0.48 1.28 -0.189
C 3.04523 3.60830 2.81908 0.25 1.71 -0.11 -0.262
C 4.08436 4.07939 1.74279 -0.01 0.15 0.63 -0.074
C 1.28513 -0.88101 1.40354 -0.32 -0.60 -1.16 -0.135
O 2.30226 -1.56922 2.00015 -1.04 1.10 -1.04 -0.018
C 3.52592 -1.54678 1.22029 2.35 0.19 -0.42 -0.112
C 3.96156 -0.12577 0.70192 0.97 0.34 0.01 -0.153
O 3.92495 -0.00286 -0.73669 0.29 -0.27 0.53 -0.183
C 5.23515 0.17165 -1.28535 1.06 0.33 -1.27 -0.262
C 5.84278 1.62440 -1.05775 0.17 -0.80 1.09 -0.069
H 3.10280 -4.50229 1.38755 0.38 -0.54 -0.77 0.069
H 3.96734 -6.00705 0.72825 -0.44 1.14 -0.11 0.082
H 4.67037 -4.32671 0.52771 -0.83 -0.89 0.24 0.070
H 3.47056 -5.52898 -1.54078 -0.51 0.88 0.58 0.109
H 3.38612 -3.75051 -1.36709 -0.53 -0.86 0.65 0.093
H 1.24031 -5.68496 -0.12093 0.15 0.83 -0.80 0.117
H 1.09679 -5.27726 -1.85978 0.52 0.66 0.91 0.111
H -0.32533 -3.63366 -0.98922 0.93 0.29 0.62 0.117
H 0.41756 -3.69933 0.64546 0.51 0.66 -1.03 0.132
H 1.38433 -2.08354 -1.72486 0.01 0.05 0.43 0.137
H -1.89359 0.90892 -6.08770 0.29 -0.23 0.17 0.065
H -1.86638 2.47768 -0.16785 -0.42 -0.97 -0.20 0.111
H -2.23163 1.24364 -1.42845 0.71 -0.12 0.97 0.065
H -4.18357 1.42708 -0.26930 0.53 -0.13 0.31 0.117
H -4.68965 -0.52157 0.88563 1.12 0.22 -0.38 0.100
H -2.98825 -0.78541 1.38279 -0.42 0.64 -0.86 0.088
H -3.48255 -1.01199 -0.36262 0.02 0.54 0.73 0.069
H -2.21896 2.00888 2.14039 1.13 -0.37 0.02 0.111
H -1.08295 1.86094 3.53300 -0.01 -0.18 -0.95 0.115
H 0.19955 3.12982 1.30973 -0.28 0.25 0.25 0.103
H -1.49059 4.64785 0.70537 -0.13 -0.52 1.01 0.084
H -2.45567 4.15985 2.21207 1.09 -0.07 -0.55 0.095
H -1.07075 5.29716 2.32263 -0.44 -0.93 -0.55 0.084
H 1.82965 -0.30825 3.97918 -0.67 0.30 -1.14 0.142
H 0.22270 0.44641 4.17765 1.03 -0.06 -0.73 0.140
H 1.00194 2.59012 4.00147 0.88 -0.67 -0.24 0.119
H 2.53433 1.81714 4.54757 -0.23 -0.05 -0.97 0.136
H 3.60286 3.55250 3.80223 -0.61 -0.42 -0.95 0.127
H 2.24052 4.38858 2.98553 0.80 -0.66 -0.28 0.128
H 3.64513 4.22777 0.72445 0.39 -0.44 0.83 0.081
H 4.97018 3.38645 1.75889 -0.95 0.54 -0.39 0.077
H 4.49120 5.08668 2.05700 -0.56 -1.05 -0.21 0.090
H 3.54475 -2.24847 0.35026 -0.58 0.62 0.81 0.098
H 4.34141 -1.89955 1.91678 -1.22 0.31 -0.43 0.145
H 5.04661 0.02040 0.99321 -1.19 -0.20 0.02 0.133
H 3.40527 0.73840 1.15285 0.22 -0.92 -0.23 0.119
H 5.94318 -0.62896 -0.91123 -0.77 0.82 -0.16 0.124
H 5.19942 0.02050 -2.40419 -0.48 -0.03 1.24 0.123
H 6.72835 1.52755 -0.36055 -0.86 0.32 -0.79 0.079
H 5.07435 2.23413 -0.51523 0.68 -0.31 -0.74 0.059
H 6.19117 2.11446 -1.99926 -0.49 -0.43 0.81 0.077
C -5.57990 -1.38927 -3.23841 0.30 -0.10 -0.19 -0.044
O -6.54231 -1.10652 -2.22358 -0.07 0.08 0.07 -0.009
C -7.75580 -0.78106 -2.69310 -0.15 0.01 0.13 -0.613
O -8.06914 -0.71526 -3.85242 0.13 -0.01 0.18 0.131
O -8.55412 -0.54280 -1.64682 0.27 -0.05 -0.09 -0.001
C -9.89065 -0.18167 -1.99980 -0.43 0.11 -0.02 -0.039
H -4.64066 -1.63866 -2.74549 -0.17 0.04 0.20 0.074
H -5.89182 -2.24453 -3.83890 -0.06 0.17 -0.06 0.103
H -5.41840 -0.51340 -3.86895 -0.14 -0.11 -0.07 0.095
H -10.37469 -0.98872 -2.55062 0.10 0.11 -0.09 0.101
H -9.89931 0.74059 -2.58178 0.03 -0.15 -0.09 0.099
H -10.44115 -0.01373 -1.07578 0.26 -0.07 0.06 0.095

---

What did we get for E? Answer: -934.36360; -4549.31699; -2678.18861 hartree, in the order shown.